Entry 1:
C46H58ClCsN5O3P3Se | ωB97M-V/def2-TZVPD

Geometry as XYZ:
```
118
Properties=species:S:1:pos:R:3:forces:R:3:lowdin_charge:R:1
Cs -0.1051 2.0874 -1.1966 0.11 -0.16 -0.11 0.49
Se -0.6325 1.3201 -4.4712 0.25 0.18 0.11 -0.70
Cl 3.7902 3.4107 -6.2780 0.20 0.02 -0.42 0.65
P 1.2730 -3.8242 -1.4137 -0.49 -0.22 0.48 1.06
P -2.6441 -1.4706 -1.3754 -0.36 -0.02 0.03 1.08
P -0.4932 4.0868 2.4266 0.78 0.80 1.24 0.56
O 1.0307 0.1441 1.3658 -0.07 0.87 -0.07 -0.13
O -0.6839 4.4781 1.0146 -0.18 -0.18 -0.15 -0.33
O 2.7024 0.9122 2.6532 -0.13 -0.17 0.29 -0.04
N -1.4823 2.8439 2.8777 -0.42 -0.07 0.74 -0.18
N 1.1244 3.8639 2.7455 -0.13 0.31 -0.07 -0.19
N 0.5185 -2.5153 1.8495 0.67 -0.04 -0.99 -0.03
N -0.8461 5.3331 3.5753 0.65 -2.08 -0.34 -0.20
N 2.7872 3.0169 -2.4920 -0.11 -0.42 -0.43 0.03
C 1.9005 -1.2758 -4.5755 -0.71 -0.01 0.64 -0.11
C 3.3863 -2.3758 -2.4434 1.46 1.81 -0.99 -0.11
C 1.0033 -7.8692 -1.7642 -0.19 0.83 -0.31 -0.11
C -3.5682 -2.6560 -0.2848 0.98 -0.17 0.59 -0.40
C 1.0198 -6.5423 -1.3103 -0.24 -0.25 -0.96 -0.11
C -0.8763 -2.0163 -1.3082 -0.45 -0.59 0.30 -0.41
C -3.1299 -2.1549 -3.0217 0.24 0.83 0.40 -0.37
C 1.8843 -7.1302 -3.8541 0.52 0.11 -0.84 -0.11
C 5.1353 2.9750 -3.9258 0.00 0.69 -1.95 -0.10
C 2.7076 3.1122 -3.8324 0.11 0.68 0.45 -0.17
C -3.3144 1.3780 2.6624 0.91 0.52 0.76 -0.15
C -5.6553 -3.6049 0.4852 -0.12 -0.16 0.40 -0.10
C -3.7005 -3.4167 -3.1280 -0.04 0.27 -1.63 -0.12
C 5.1683 2.8670 -2.5530 -0.57 -0.23 -0.82 -0.09
C 0.1776 6.3383 3.7600 0.15 0.92 -0.12 -0.20
C -2.1020 1.9185 1.9168 0.27 -0.32 -0.06 -0.21
C -2.1539 5.8962 3.4885 -1.54 0.34 1.02 -0.23
C -2.8344 -1.3503 -4.1502 -0.89 -2.58 -0.18 -0.12
C 1.3733 -5.4804 -2.1573 0.57 -0.88 -0.04 -0.37
C 2.1032 3.7732 1.6698 0.76 -0.68 0.68 -0.20
C -3.6535 -3.2195 -5.4971 -0.18 -0.21 -1.41 -0.13
C -3.6308 -4.2146 1.6168 -0.92 0.42 0.04 -0.09
C -2.0039 7.4317 3.5769 0.47 -0.18 -0.23 -0.17
C -1.7776 2.3895 4.2673 0.98 -0.69 0.30 -0.16
C 1.2686 -0.8432 3.4447 0.07 -0.64 0.34 -0.14
C 3.9459 -1.3549 -3.2872 -1.09 -1.52 0.91 -0.08
C -3.0808 -1.9524 -5.3799 0.23 0.66 -1.13 -0.09
C -4.9259 -2.7972 -0.4083 -2.20 0.46 -0.11 -0.15
C 1.7425 3.3325 3.9497 -1.04 -0.23 1.71 -0.23
C -0.6266 7.6436 4.1566 1.98 -1.31 0.02 -0.17
C 3.4695 3.9351 2.4020 -1.65 1.63 0.00 -0.15
C 1.3689 -2.2037 -3.6934 0.37 -0.45 -0.01 -0.09
C -0.5567 -3.4703 -1.7005 0.27 -0.11 0.51 -0.36
C -5.0243 -4.2947 1.5215 1.13 0.54 -1.25 -0.11
C -3.9791 -3.9627 -4.3986 0.24 0.36 1.87 -0.11
C -2.8084 1.2317 4.1063 0.44 0.64 -0.99 -0.16
C 1.4065 -8.1800 -3.0566 0.66 1.03 0.05 -0.11
C 2.1058 -2.8151 -2.6347 -1.39 1.29 -1.41 -0.42
C 1.8864 -5.8044 -3.4288 -0.55 -0.15 0.52 -0.08
C 1.7015 0.1978 2.4446 0.03 -0.34 -1.48 -0.68
C 3.9727 2.8620 -1.8966 -1.42 0.54 -0.01 -0.15
C 3.8994 3.1800 -4.5817 0.01 -0.83 1.46 -0.67
C -2.9614 -3.3745 0.7647 1.34 0.75 -0.68 -0.10
C 3.2601 3.4380 3.8570 0.40 0.92 -1.04 -0.16
C 1.5234 -2.2556 2.9083 -1.56 -0.15 0.21 -0.28
C 3.1791 -0.8390 -4.3167 1.32 0.51 0.07 -0.10
H -5.5027 -2.1992 -1.1648 0.71 -0.76 0.64 0.13
H -1.1289 -4.1207 -1.0136 0.42 -0.01 -0.22 0.07
H 6.0438 2.7708 -1.9859 1.29 -0.20 0.44 0.08
H -3.9980 -3.9395 -2.2545 0.06 -0.57 0.50 0.07
H 0.1940 -0.8180 3.5936 -0.27 0.36 0.23 0.10
H -4.4120 -4.9500 -4.4349 -0.13 -0.12 -0.30 0.09
H -0.4739 -1.7545 -0.3272 -0.26 -0.35 0.15 0.04
H 2.3151 -7.2739 -4.8675 -0.46 -0.37 0.75 0.10
H 1.3329 -3.0172 3.6953 0.25 0.48 -0.15 0.10
H -5.5439 -4.8946 2.2149 -0.79 -0.59 0.57 0.07
H -2.6978 7.8971 4.2691 -0.58 0.01 -0.41 0.10
H 0.3176 -2.3784 -3.8030 -0.39 -0.34 -0.03 0.08
H -3.0934 -4.7323 2.3890 0.15 -0.15 0.25 0.09
H -0.6382 7.6935 5.2309 -0.23 -0.01 0.64 0.09
H -2.7960 -1.3886 -6.3014 -0.32 -0.46 0.86 0.11
H 3.5921 0.0025 -4.8493 -0.02 0.14 -0.38 0.09
H -0.0834 8.5371 3.8348 -0.27 -0.07 -0.23 0.10
H 1.4511 2.2947 4.1817 0.10 0.29 -0.36 0.10
H 1.4660 -9.2025 -3.3871 -0.18 -0.18 -0.17 0.08
H 2.0645 2.7566 1.3406 0.12 -0.65 -0.92 0.07
H 0.6962 -6.2931 -0.3142 -0.10 -0.11 0.32 0.09
H 1.0085 6.0166 4.4218 -0.80 0.31 0.22 0.10
H 3.9204 2.7901 -0.8290 0.10 -0.12 0.53 0.10
H -1.8919 -3.2048 0.9153 -0.19 -0.25 0.07 0.08
H -2.2109 3.2205 4.8296 0.14 -0.04 0.06 0.09
H 0.5932 -8.6364 -1.1462 0.00 -0.45 0.51 0.08
H -2.3968 0.2524 4.2448 0.68 -0.46 0.06 0.09
H 3.6611 4.2265 4.5550 -0.27 -1.06 -0.42 0.11
H 1.9224 4.4878 0.8789 -0.04 0.15 -0.12 0.11
H 0.6789 6.4549 2.8135 0.31 0.60 -0.58 0.10
H -0.8493 -3.7896 -2.7107 -0.01 0.51 0.16 0.08
H -0.3839 -1.2895 -1.9150 0.36 0.50 -1.03 0.03
H 0.8507 -3.3172 1.2759 -0.35 0.94 0.35 0.01
H 3.6792 5.0162 2.3586 0.22 -0.21 0.31 0.10
H -4.0622 2.1463 2.6583 -0.63 0.47 -0.14 0.10
H 4.2228 3.4438 1.8610 1.09 -0.84 -0.57 0.08
H -6.7424 -3.7206 0.4297 0.33 0.32 -0.29 0.09
H -2.4299 2.4406 1.0264 0.24 0.16 -0.23 0.09
H -2.0122 7.8842 2.5925 -0.43 0.13 -0.19 0.11
H 1.4043 3.9387 4.7942 -0.21 -0.01 0.21 0.09
H -2.8049 5.5805 4.3302 0.32 -0.04 -0.01 0.10
H 1.8043 -0.6912 4.3618 0.19 0.05 0.69 0.09
H 3.9762 -2.6493 -1.5965 0.18 -0.50 0.52 0.08
H -3.6070 1.3088 4.8018 -0.75 0.24 0.76 0.08
H 4.9282 -0.9725 -3.0407 -0.01 0.08 -0.14 0.09
H 1.2385 -0.7497 -5.2748 0.25 -0.21 0.24 0.03
H -2.6767 5.5094 2.6198 -0.08 0.40 -0.47 0.10
H 0.4856 -1.6479 1.2324 0.38 -1.28 1.07 0.04
H 1.6737 3.2018 -4.2542 0.91 -0.33 0.11 0.03
H 2.5497 -2.3414 2.6078 0.73 -0.13 -0.46 0.10
H -2.3884 -0.3847 -4.1485 0.54 1.00 0.39 -0.11
H 2.2689 -5.0313 -4.0932 -0.16 -0.07 0.19 0.10
H -3.8997 -3.6662 -6.4796 0.39 0.53 0.41 0.10
H -0.8519 2.0063 4.8324 -1.17 0.68 -0.88 0.12
H -3.7303 0.4835 2.2536 -0.14 -0.65 -0.34 0.10
H -1.3724 1.1355 1.6673 -0.26 -0.07 -0.14 0.10
H 6.0506 2.9767 -4.5615 -0.71 -0.01 0.69 0.11
H 3.7235 2.4489 3.9492 -0.13 0.43 0.35 0.09
```
Forces are in eV/Å.

Total charge ... -2
LUMO ... 3.5 eV
Spin multiplicity ... 1
Max |F| ... 2.74 eV/Å
Frontier orbital gap ... 0.11404 hartree
Energy ... -168521.9096 eV

=====

Entry 2:
C46H58ClInN6OPS3 | ωB97M-V/def2-TZVPD

Geometry as XYZ:
```
117
Properties=species:S:1:pos:R:3:forces:R:3:lowdin_charge:R:1
In -0.3389 -1.9366 0.4144 0.73 0.70 0.56 0.71
Cl 4.7512 5.6137 -0.7672 -0.01 0.00 0.02 0.67
S -1.5504 -2.7546 2.4166 0.13 0.00 -0.93 0.62
S -3.2809 -5.0203 3.2543 0.03 0.18 0.03 0.99
S -4.2726 -7.7534 2.9308 0.13 -0.06 -0.19 0.65
P 2.1386 -1.5255 1.1410 0.24 -0.32 -0.31 1.04
O -0.7336 4.0442 1.9184 0.02 0.07 0.03 -0.01
N -2.3580 -6.4581 1.3998 0.10 0.16 0.02 -0.11
N 0.5471 -1.6257 -1.5226 -0.93 0.49 0.73 -0.06
N -1.7336 -5.2147 1.2390 0.05 -0.43 -0.09 0.02
N -1.6846 1.5615 2.8481 -0.03 -0.03 -0.27 0.17
N -1.1101 0.1561 1.2064 0.13 -0.50 -0.01 -0.01
N -2.1598 1.9899 1.6547 -0.35 -0.03 0.06 -0.07
C 2.6500 -0.8515 -0.4404 -0.15 0.29 0.06 -0.31
C 2.3902 1.0119 2.1983 0.00 -0.03 0.11 -0.10
C -1.2348 -2.3119 -3.0004 0.05 -0.11 -0.17 -0.22
C 2.2695 -0.4482 -2.7723 -0.08 -0.11 -0.03 -0.02
C -2.0321 4.5083 1.5711 -0.05 -0.08 -0.17 -0.43
C -1.0504 -8.0205 -1.7040 0.05 0.01 -0.05 -0.08
C 5.6422 1.0775 -1.8727 -0.16 -0.11 -0.05 -0.04
C 1.2600 3.7125 -0.4014 -0.01 0.00 0.05 -0.04
C 1.7856 -0.9487 -1.5453 -0.13 -0.27 -0.33 -0.30
C -1.4092 -7.0841 -0.7489 -0.06 -0.21 -0.09 -0.03
C 0.7905 5.9137 -1.2073 0.02 -0.01 0.01 -0.03
C 4.1733 -0.6417 2.9848 0.04 -0.07 0.06 -0.09
C -2.1106 -4.3841 2.1363 -0.26 -0.44 0.28 -1.08
C -3.2688 -6.5575 2.4268 0.20 0.07 -0.23 -1.09
C -1.2580 -9.3727 -1.4767 0.02 -0.02 -0.01 -0.08
C -0.5030 -1.2565 -2.4518 0.32 0.19 0.15 -0.25
C -2.9337 3.2263 1.5668 0.51 0.10 0.11 -0.01
C -0.8797 -3.7053 -2.5957 0.00 -0.16 -0.02 -0.04
C -1.9291 0.2774 -3.6416 0.04 0.02 0.07 0.00
C -1.6981 6.8019 2.6284 0.01 -0.02 -0.05 -0.03
C 3.0531 5.2558 -0.7718 -0.08 0.00 -0.02 -0.67
C 2.1464 6.2194 -1.1848 -0.07 0.06 -0.01 -0.09
C 1.9854 -4.2041 0.5558 0.06 0.10 0.07 -0.13
C 2.7334 -0.4488 2.5158 -0.30 0.10 -0.08 -0.51
C -1.0592 0.4584 2.5446 -0.06 0.02 -0.16 -0.23
C -1.1555 4.3399 -0.8573 0.00 0.27 0.15 -0.13
C 2.6175 4.0016 -0.3751 -0.03 -0.10 -0.01 -0.09
C -1.9804 -7.4862 0.4511 -0.07 0.18 0.16 -0.18
C -2.1450 -8.8437 0.7072 0.02 0.05 0.04 -0.04
C -2.5541 5.5234 2.6258 -0.03 0.09 0.28 -0.53
C 3.4920 0.1760 -2.8725 -0.06 0.01 -0.03 -0.01
C 0.3259 4.6600 -0.8139 -0.04 -0.03 0.03 -0.22
C -1.7896 -9.7750 -0.2631 -0.02 0.05 0.09 -0.07
C 2.9280 -3.2024 1.2412 -0.16 0.07 -0.03 -0.51
C -2.6279 -0.7638 -4.2382 -0.08 0.09 -0.10 -0.26
C 4.3209 -3.2530 0.6172 0.07 0.00 0.10 -0.10
C -2.4650 4.9154 4.0345 -0.04 -0.04 0.00 -0.04
C -3.7510 -0.4979 -5.2126 0.01 -0.04 0.15 -0.04
C -2.0214 5.1143 0.1553 0.15 -0.10 -0.09 -0.10
C -0.8856 0.0647 -2.7392 -0.03 0.05 0.12 -0.20
C -0.2605 1.2645 -2.0721 0.09 -0.23 -0.31 -0.06
C 4.3205 0.3556 -1.7576 0.13 0.09 -0.11 -0.27
C -2.2800 -2.0589 -3.8782 -0.05 -0.13 -0.02 0.00
C -1.8314 1.1403 0.6893 -0.02 0.14 0.09 -0.11
C 3.8830 -0.1839 -0.5703 -0.01 -0.19 0.05 -0.06
C -4.0052 5.9271 2.3391 -0.06 0.01 -0.06 -0.03
H -1.5248 4.5878 -1.8568 0.00 -0.11 -0.01 0.13
H 6.0623 1.2967 -0.8909 -0.02 0.00 -0.02 0.08
H 0.0499 1.0467 -1.0475 0.06 -0.01 -0.14 0.05
H -3.7257 -1.2006 -6.0480 0.03 0.06 0.06 0.08
H -4.3366 6.6327 3.1058 -0.01 -0.07 -0.07 0.10
H 4.4320 -1.6965 3.0960 0.00 0.09 0.02 0.07
H 2.9938 -3.4367 2.3067 -0.03 -0.04 0.05 0.12
H -2.1094 1.2447 -0.3505 -0.04 -0.02 0.22 0.14
H 4.7432 -4.2511 0.7607 -0.03 0.07 -0.02 0.09
H 3.8230 0.5314 -3.8446 -0.05 -0.01 0.08 0.13
H -2.5420 -9.1828 1.6455 -0.09 0.00 0.11 0.05
H -4.7234 -0.6112 -4.7219 0.09 0.01 -0.05 0.09
H -3.6949 0.5158 -5.6118 0.00 -0.07 0.01 0.08
H 2.4977 7.1984 -1.4891 -0.02 -0.09 0.00 0.11
H 2.4563 -5.1870 0.4979 -0.05 0.01 -0.01 0.10
H 4.5362 -0.1184 0.2918 -0.06 0.04 0.00 0.10
H -0.9719 2.0901 -2.0581 0.11 -0.18 -0.14 0.06
H -1.9807 7.4143 3.4863 0.04 -0.02 -0.03 0.09
H -3.5290 3.1854 0.6597 -0.04 -0.10 -0.06 0.14
H 0.0858 6.6671 -1.5522 0.08 -0.07 0.05 0.12
H -1.0081 -3.8253 -1.5102 -0.05 -0.22 -0.01 0.04
H -3.5992 3.2241 2.4202 -0.08 -0.07 0.02 0.11
H 0.1652 -3.9371 -2.8087 -0.02 0.03 0.02 0.10
H -0.1457 4.8024 2.0146 -0.02 -0.02 -0.09 0.10
H 4.2729 -3.0516 -0.4538 0.00 -0.01 0.02 0.09
H -2.7619 5.6687 4.7678 0.00 -0.07 -0.03 0.09
H -3.0509 5.1527 -0.2116 0.05 0.07 0.02 0.12
H 2.0792 -0.7678 3.3314 -0.02 -0.05 0.14 0.10
H -1.6626 6.1420 0.1953 -0.02 0.01 -0.04 0.10
H -1.2498 -6.0446 -0.9285 0.06 0.42 -0.12 0.07
H -3.1237 4.0525 4.1709 0.08 0.09 0.00 0.08
H 1.0473 -4.3247 1.1086 0.02 -0.05 -0.02 0.04
H -0.6260 6.5933 2.7264 -0.10 0.06 0.01 0.09
H -4.6937 5.0748 2.3641 0.08 0.12 0.00 0.09
H 6.3702 0.4779 -2.4243 -0.02 0.01 0.02 0.09
H -1.4473 4.5949 4.2629 -0.07 0.01 0.00 0.09
H 1.3380 1.1245 1.9272 0.09 0.06 -0.02 0.05
H -2.2124 1.3022 -3.8729 0.05 -0.07 0.01 0.12
H -1.8523 7.4116 1.7364 0.04 -0.03 0.06 0.08
H 1.6665 -0.5927 -3.6610 -0.01 0.08 0.03 0.13
H -1.9273 -10.8290 -0.0511 -0.02 0.08 -0.01 0.11
H 0.9173 2.7312 -0.0824 0.09 0.18 0.02 0.09
H -2.8377 -2.8959 -4.2954 0.12 0.09 0.05 0.13
H 2.5754 1.6359 3.0760 0.01 -0.04 -0.05 0.10
H 5.0064 -2.5319 1.0677 -0.04 -0.06 -0.07 0.07
H 0.6267 1.6149 -2.6009 0.06 0.00 0.00 0.10
H -0.5619 -0.1560 3.2815 -0.04 0.07 -0.07 0.11
H 4.8974 -0.1735 2.3179 -0.04 -0.03 -0.01 0.07
H -1.2812 3.2673 -0.7156 -0.06 0.21 0.07 0.06
H 5.5211 2.0184 -2.4120 0.02 0.00 0.05 0.08
H 3.3382 3.2585 -0.0523 -0.05 0.05 -0.05 0.09
H 2.9904 1.3911 1.3718 0.02 -0.01 0.03 0.06
H 4.2853 -0.1741 3.9656 0.01 0.01 -0.06 0.09
H -0.5985 -7.6886 -2.6325 -0.08 0.00 0.05 0.11
H -1.5129 -4.4335 -3.0973 -0.06 -0.05 0.06 0.09
H -4.1068 6.4248 1.3697 0.00 -0.05 0.11 0.09
H -1.0010 -10.1032 -2.2344 0.02 0.04 0.06 0.11
H 1.7591 -3.8829 -0.4680 0.05 -0.07 0.02 0.07
```
Forces are in eV/Å.

Total charge ... +1
LUMO ... -3.4 eV
Spin multiplicity ... 1
Max |F| ... 1.28 eV/Å
Frontier orbital gap ... 0.23990 hartree
Energy ... -119118.7171 eV

=====

What is the LUMO in the first record? 3.5 eV

=====

The lowest max |F| belongs to which entry? C46H58ClInN6OPS3